A cluster of 8 separate species, C77H168BF4N7 in total in a non-equilibrium geometry, computed with wB97M-V/def2-TZVPD.

## Properties
Spin multiplicity: 2
Gap between HOMO and LUMO (spin up / spin down), eV: 2.2 / 10.6
Energy, eV: -104506.8527
Total charge: +5
LUMO level (spin up / spin down), eV: -8.19 / -8.28
Molecular weight, g mol⁻¹: 1279.0
⟨S²⟩: 0.75
Maximum force, hartree/bohr: 0.0608

The geometry in XYZ format:
```
257
Properties=species:S:1:pos:R:3:lowdin_charge:R:1
B -0.3215 0.9343 -0.5935 -1.424
F -1.1989 1.8672 -1.1136 0.115
F 0.6267 0.6110 -1.5520 0.133
F 0.1280 1.5570 0.5385 0.149
F -1.0224 -0.2308 -0.3351 0.121
C 1.9809 2.8563 2.9606 -0.096
C 1.0424 2.4393 4.0756 -0.241
C 1.6630 1.6425 5.2310 -0.156
C 2.4360 0.3403 4.8512 -0.114
N 3.0719 -0.3256 6.0980 -0.198
C 4.1749 0.5306 6.7898 -0.063
C 5.0187 -0.5080 7.4921 -0.158
C 5.1186 -1.7032 6.5748 -0.126
C 3.9678 -1.5065 5.5088 -0.044
C 1.9279 -0.7701 7.0255 -0.083
C 0.7595 -1.4982 6.3619 -0.224
C -0.3651 -1.8731 7.3486 -0.075
H 1.5160 3.2833 2.0719 0.042
H 2.5034 1.9592 2.6284 0.059
H 2.7975 3.4929 3.3009 0.089
H 0.3177 1.7495 3.6431 0.098
H 0.5170 3.2818 4.5254 0.113
H 0.7770 1.4104 5.8221 0.108
H 2.3751 2.2942 5.7373 0.120
H 3.2696 0.5811 4.1915 0.111
H 1.8790 -0.4050 4.2834 0.102
H 3.7551 1.3163 7.4180 0.140
H 4.6896 0.9181 5.9107 0.137
H 4.5990 -0.7674 8.4641 0.125
H 6.0585 -0.2189 7.6446 0.134
H 4.9598 -2.7197 6.9348 0.123
H 6.0637 -1.6636 6.0334 0.120
H 3.3617 -2.4068 5.4079 0.118
H 4.3536 -1.1151 4.5675 0.115
H 1.6829 0.2316 7.3786 0.128
H 2.4214 -1.3781 7.7837 0.144
H 1.0549 -2.4575 5.9369 0.107
H 0.2865 -0.8905 5.5905 0.086
H -1.1483 -2.3803 6.7851 0.062
H -0.8783 -0.9751 7.6926 0.081
H -0.1818 -2.4863 8.2310 0.090
C -2.3845 6.9353 -4.2737 -0.086
C -1.4392 6.5437 -3.1223 -0.266
C -1.6659 7.2937 -1.8204 -0.146
C -0.9022 6.5033 -0.6477 -0.063
N -1.4976 6.7730 0.7357 -0.193
C -2.9271 6.1475 0.9964 -0.057
C -2.7511 4.6242 1.1501 -0.130
C -1.3496 4.5048 1.8132 -0.121
C -0.7067 5.9454 1.7464 -0.097
C -1.5640 8.2521 1.1320 -0.098
C -2.8728 9.0252 0.8684 -0.231
C -2.7949 10.5312 1.2091 -0.067
H -2.3828 7.9981 -4.5157 0.088
H -3.4059 6.5677 -4.1750 0.075
H -2.0992 6.3909 -5.1738 0.076
H -0.4723 6.9356 -3.4380 0.104
H -1.2195 5.4796 -3.0352 0.104
H -2.7261 7.1941 -1.5877 0.096
H -1.4481 8.3608 -1.8636 0.129
H 0.1217 6.8414 -0.4887 0.111
H -0.9488 5.4245 -0.7963 0.123
H -3.2560 6.5291 1.9631 0.140
H -3.5722 6.4991 0.1912 0.125
H -3.5022 4.1139 1.7529 0.106
H -2.8951 4.1193 0.1949 0.109
H -1.2814 4.1358 2.8365 0.110
H -0.7273 3.9242 1.1323 0.076
H -0.9066 6.3011 2.7571 0.128
H 0.3705 5.9879 1.5854 0.124
H -0.7057 8.7515 0.6825 0.135
H -1.2231 8.2775 2.1670 0.130
H -3.7488 8.6743 1.4140 0.106
H -3.2416 8.8997 -0.1496 0.099
H -2.6051 10.6092 2.2796 0.081
H -3.6957 11.1060 0.9941 0.094
H -1.8872 10.9417 0.7667 0.079
C -2.7973 0.5514 4.1923 -0.079
C -3.0166 0.9136 2.6920 -0.221
C -4.2206 0.2152 2.0160 -0.145
C -4.3036 0.6777 0.5396 -0.089
N -5.1575 -0.2664 -0.3294 -0.182
C -4.4723 -1.6451 -0.5654 -0.050
C -4.0919 -1.6737 -2.0824 -0.140
C -4.0481 -0.2369 -2.5334 -0.141
C -5.2082 0.3713 -1.7513 -0.074
C -6.5702 -0.4338 0.3043 -0.099
C -7.3191 0.8945 0.5986 -0.244
C -8.7937 0.7505 0.9131 -0.078
H -3.6814 0.7639 4.7933 0.081
H -1.9720 1.1320 4.6046 0.056
H -2.5278 -0.4964 4.3252 0.047
H -2.0816 0.6709 2.1871 0.088
H -2.9444 2.0006 2.6563 0.089
H -5.1115 0.4137 2.6118 0.117
H -4.1193 -0.8691 2.0620 0.097
H -3.3674 0.6487 -0.0179 0.116
H -4.8461 1.6227 0.5103 0.122
H -5.0618 -2.4326 -0.0957 0.118
H -3.5422 -1.4172 -0.0448 0.101
H -4.7768 -2.2579 -2.6971 0.121
H -3.1316 -2.1881 -2.1193 0.085
H -4.1158 -0.1820 -3.6199 0.134
H -3.0771 0.2180 -2.3374 0.110
H -6.2122 0.1849 -2.1327 0.139
H -5.0783 1.4507 -1.8288 0.134
H -6.5409 -1.1121 1.1570 0.127
H -7.1752 -0.9725 -0.4250 0.134
H -7.2633 1.5017 -0.3049 0.109
H -6.8588 1.5094 1.3719 0.101
H -9.2297 1.7211 1.1496 0.095
H -9.0257 -0.0528 1.6124 0.087
H -9.2268 0.3794 -0.0158 0.084
C 0.7036 -2.1506 2.2347 -0.111
C -0.7447 -2.2786 2.5533 -0.273
C -1.1848 -3.7259 2.5186 -0.216
C -2.6608 -3.9146 2.7864 -0.077
N -3.1490 -5.4309 2.6580 -0.150
C -4.6612 -5.4955 2.7553 -0.105
C -5.1849 -6.2596 1.5282 -0.148
C -4.2088 -5.8367 0.4670 -0.181
C -2.9125 -6.0413 1.2253 -0.097
C -2.5789 -6.3250 3.8071 -0.078
C -2.7746 -5.7057 5.2055 -0.229
C -2.4234 -6.5599 6.4475 -0.078
H 1.0543 -1.1303 2.0798 0.070
H 0.9893 -2.7798 1.3917 0.049
H 1.2009 -2.4629 3.1530 0.063
H -1.2956 -1.6555 1.8488 0.096
H -0.9496 -1.9527 3.5730 0.092
H -0.6979 -4.1681 3.3878 0.113
H -0.7165 -4.1244 1.6186 0.076
H -3.1592 -3.2135 2.1171 0.109
H -3.0088 -3.6445 3.7834 0.120
H -4.9950 -6.0011 3.6614 0.132
H -4.9813 -4.4538 2.7316 0.125
H -5.2867 -7.3333 1.6866 0.132
H -6.2215 -6.0255 1.2861 0.128
H -4.2122 -6.5731 -0.3366 0.119
H -4.3543 -4.8638 -0.0026 0.097
H -2.7978 -7.1251 1.2041 0.130
H -2.0404 -5.5365 0.8098 0.083
H -1.5037 -6.3202 3.6281 0.120
H -2.8824 -7.3484 3.5864 0.144
H -3.7982 -5.3702 5.3722 0.105
H -2.1835 -4.8061 5.3768 0.090
H -1.3541 -6.7523 6.5350 0.080
H -2.8980 -7.5405 6.4836 0.082
H -2.8317 -6.1256 7.3601 0.084
C 0.3430 0.7920 -5.3536 -0.107
C 1.6942 0.9955 -4.8162 -0.262
C 2.4066 -0.3593 -4.5881 -0.166
C 3.4768 -0.4779 -3.5207 -0.073
N 3.9565 -1.9552 -3.2788 -0.145
C 3.1324 -2.6490 -2.1185 -0.092
C 3.6004 -2.1097 -0.7813 -0.168
C 5.0487 -1.7203 -1.1019 -0.159
C 5.3357 -1.8991 -2.5790 -0.096
C 4.0522 -2.8593 -4.5581 -0.109
C 5.0655 -2.4239 -5.6437 -0.225
C 4.9236 -3.2190 -6.9363 -0.068
H 0.2645 0.1788 -6.2513 0.090
H -0.0788 1.7642 -5.6084 0.086
H -0.3515 0.3211 -4.6579 0.077
H 1.6636 1.5426 -3.8740 0.084
H 2.3458 1.6342 -5.4126 0.110
H 2.9516 -0.4797 -5.5244 0.105
H 1.6691 -1.1616 -4.6100 0.110
H 3.0567 -0.2599 -2.5388 0.107
H 4.3203 0.2086 -3.5933 0.114
H 3.2087 -3.7337 -2.1937 0.105
H 2.0965 -2.3638 -2.3023 0.096
H 3.5844 -2.8339 0.0332 0.091
H 3.0127 -1.2610 -0.4315 0.102
H 5.6320 -2.3689 -0.4483 0.119
H 5.3210 -0.7292 -0.7389 0.110
H 5.8833 -2.8204 -2.7777 0.137
H 5.9194 -1.0894 -3.0169 0.128
H 3.0515 -2.9152 -4.9865 0.108
H 4.3663 -3.8111 -4.1298 0.119
H 6.0340 -2.3699 -5.1465 0.113
H 4.7876 -1.4063 -5.9183 0.095
H 3.9407 -3.1194 -7.3969 0.086
H 5.2077 -4.2496 -6.7236 0.085
H 5.6586 -2.8074 -7.6280 0.091
C 7.7940 7.9455 -0.2845 -0.076
C 6.2818 7.7744 0.1231 -0.198
C 5.8225 6.3329 -0.4228 -0.180
C 4.3097 6.2466 -0.6618 -0.110
N 3.8680 4.8450 -1.1851 -0.165
C 4.0925 3.7015 -0.1468 -0.031
C 2.9093 2.7085 -0.3398 -0.126
C 1.8426 3.6926 -0.6672 -0.181
C 2.3645 4.9810 -1.2942 -0.096
C 4.5089 4.5117 -2.5799 -0.093
C 4.1910 3.2057 -3.2660 -0.242
C 5.0353 3.0570 -4.5564 -0.059
H 8.0638 7.4788 -1.2319 0.069
H 8.4940 7.5464 0.4495 0.080
H 7.8622 9.0253 -0.4165 0.078
H 5.5810 8.5459 -0.1959 0.098
H 6.0981 7.8250 1.1964 0.102
H 6.2473 5.6358 0.2994 0.115
H 6.3195 6.0451 -1.3492 0.089
H 3.9248 6.9121 -1.4345 0.138
H 3.8067 6.5578 0.2538 0.133
H 5.0650 3.3179 -0.4554 0.128
H 4.2108 4.2027 0.8139 0.133
H 2.9056 1.9933 -1.1623 0.099
H 2.7617 2.2084 0.6174 0.088
H 1.0098 3.2039 -1.1728 0.111
H 1.3002 4.0713 0.1992 0.077
H 2.0826 5.1030 -2.3400 0.137
H 1.9236 5.7911 -0.7132 0.096
H 5.5945 4.5532 -2.4915 0.126
H 4.2266 5.2966 -3.2815 0.145
H 3.1275 3.0555 -3.4516 0.095
H 4.5289 2.3860 -2.6320 0.091
H 4.8428 2.0965 -5.0344 0.063
H 6.0919 2.9970 -4.2955 0.091
H 4.8117 3.8481 -5.2721 0.094
C -5.2248 -6.5010 -4.6410 -0.097
C -3.9308 -6.2333 -5.3643 -0.265
C -2.8212 -6.3622 -4.3071 -0.187
C -1.4395 -5.8655 -4.8397 -0.098
N -0.2162 -6.1472 -3.9582 -0.177
C 1.0848 -5.6913 -4.7640 -0.033
C 2.1677 -6.6933 -4.2255 -0.151
C 1.5935 -7.7113 -3.2793 -0.181
C 0.1343 -7.6419 -3.5706 -0.077
C -0.3158 -5.3814 -2.6542 -0.146
C -0.4946 -3.8179 -2.7499 -0.182
C -0.3959 -3.0826 -1.3225 -0.097
H -5.1633 -7.3872 -4.0095 0.080
H -6.1087 -6.4821 -5.2784 0.091
H -5.2600 -5.7076 -3.8943 0.061
H -3.9279 -5.2649 -5.8644 0.111
H -3.6940 -6.7640 -6.2864 0.116
H -2.8237 -7.3315 -3.8085 0.116
H -3.1608 -5.7220 -3.4929 0.086
H -1.4628 -4.7885 -5.0063 0.124
H -1.2551 -6.3385 -5.8043 0.131
H 1.3161 -4.6461 -4.5585 0.087
H 0.8909 -5.8218 -5.8286 0.126
H 3.0138 -6.1227 -3.8425 0.093
H 2.5407 -7.2210 -5.1033 0.122
H 1.7544 -7.3898 -2.2503 0.078
H 2.0480 -8.7020 -3.2773 0.142
H -0.4489 -7.9803 -2.7141 0.125
H -0.1476 -8.1627 -4.4856 0.144
H 0.5911 -5.6354 -2.1054 0.071
H -1.0974 -5.8373 -2.0465 0.104
H -1.4169 -3.4736 -3.2177 0.085
H 0.3505 -3.4424 -3.3268 0.061
H -1.3959 -3.1696 -0.8975 0.040
H -0.0866 -2.0548 -1.5124 0.051
H 0.2670 -3.5914 -0.6227 0.017
```